[1]
{
  "formula": "C42H30BrClN3O4PRu",
  "method": "ωB97M-V/def2-TZVPD",
  "symbols": ["O", "C", "C", "C", "C", "C", "C", "O", "C", "Br", "H", "C", "H", "H", "C", "H", "H", "C", "C", "Cl", "H", "C", "N", "H", "C", "H", "C", "H", "H", "C", "P", "H", "C", "C", "H", "C", "C", "O", "H", "H", "H", "C", "C", "C", "C", "H", "H", "C", "H", "C", "H", "C", "C", "H", "C", "H", "C", "C", "H", "H", "H", "H", "C", "C", "N", "C", "Ru", "C", "C", "H", "C", "C", "N", "C", "C", "O", "H", "C", "H", "H", "C", "H", "C"],
  "xyz": [[-2.031, 1.285, -1.367], [3.707, 3.360, -2.149], [0.835, -1.384, 1.662], [-2.887, -3.370, -0.916], [2.200, -0.992, 2.310], [1.729, -1.156, -1.321], [-0.880, -1.273, 3.376], [-0.361, 0.791, 2.101], [1.516, -0.671, 4.847], [-7.084, 5.132, -0.197], [4.382, -1.558, -4.080], [-0.193, -3.300, -1.497], [-3.937, -3.400, -0.663], [2.303, -0.308, -4.543], [4.551, 2.402, -1.665], [-4.570, 3.734, 0.433], [1.376, -2.181, 6.271], [-6.313, 3.650, -2.483], [-2.343, -4.358, -1.721], [2.284, -4.898, 2.817], [-1.618, -0.883, 4.057], [-4.018, 2.627, -1.329], [2.279, 0.603, 0.636], [-2.967, -5.149, -2.110], [-2.804, 2.084, -0.721], [-5.757, 2.541, -4.226], [1.414, -0.172, 3.447], [0.591, -0.064, -2.787], [1.817, 0.051, 5.592], [1.271, -1.924, 5.226], [0.425, -0.975, -0.095], [-2.678, 0.961, 2.282], [1.511, -0.599, -2.575], [2.953, 0.019, 1.534], [3.976, 0.281, 1.810], [-0.147, 3.612, -0.708], [0.311, 4.636, -1.541], [-2.445, 2.381, 0.455], [-0.537, -5.096, -2.604], [-7.214, 4.058, -2.920], [3.824, -2.351, 3.135], [-4.829, 3.477, -0.584], [-2.781, -1.438, 0.496], [2.470, -0.740, -3.567], [4.080, 1.501, -0.701], [5.577, 2.346, -1.999], [-0.334, 5.476, -1.745], [2.897, -1.866, -1.057], [0.698, -3.947, 4.815], [2.815, -2.241, 2.778], [4.751, -2.571, -1.857], [3.849, -2.009, -2.054], [-0.720, -2.284, -0.706], [-3.698, 1.622, -3.197], [2.778, 1.540, -0.258], [1.931, 5.243, -2.795], [1.547, 4.512, -2.098], [0.537, -2.809, 2.130], [-1.190, -3.410, 3.457], [4.743, 0.739, -0.312], [0.254, -3.512, 1.350], [4.051, 4.097, -2.861], [-5.978, 3.987, -1.172], [-0.400, -2.669, 3.358], [0.531, 2.518, -0.386], [2.366, 3.433, -1.702], [-0.833, 0.946, 0.303], [-5.495, 2.800, -3.212], [1.857, 2.475, -0.794], [1.659, 0.888, 3.398], [3.637, -1.443, -3.306], [-0.989, -4.325, -1.998], [-2.348, -0.320, 0.928], [0.091, -0.432, 2.653], [-2.096, -2.336, -0.415], [-3.187, 0.237, 1.878], [-3.736, -1.762, 0.903], [-4.344, 2.284, -2.641], [0.859, -3.310, -1.741], [-1.134, 3.700, -0.283], [1.738, -3.223, 3.013], [3.066, -2.317, -0.085], [0.840, -3.004, 4.294]],
  "atomic_forces_ev_per_a": [[0.6290, -0.3694, 0.1946], [-0.0001, -0.1035, 0.0957], [-0.0508, 0.0606, -0.0685], [0.1072, 0.0232, -0.0154], [0.0889, 0.0328, -0.0165], [0.0576, 0.2030, 0.0598], [-0.0759, -0.0740, -0.0193], [0.0965, 0.0811, -0.6142], [-0.0173, -0.0831, 0.1000], [-0.1784, 0.1862, 0.1665], [0.0318, -0.0037, -0.0358], [0.0351, 0.0030, -0.0442], [-0.0727, -0.0013, 0.0135], [-0.0115, 0.0245, -0.0533], [-0.0984, 0.0759, -0.0086], [-0.0071, 0.0010, -0.0091], [0.0203, -0.0120, 0.0645], [0.0680, 0.0706, 0.2625], [0.0448, 0.0696, 0.0336], [0.0040, -0.0158, 0.0024], [-0.0735, 0.0537, 0.0940], [0.1301, -0.1415, -0.1159], [0.0137, -0.1773, 0.2434], [-0.0320, -0.0354, -0.0137], [-0.6306, 0.1981, -0.4478], [-0.0353, -0.0044, -0.0694], [0.1119, 0.1464, 0.0555], [-0.0174, 0.0219, -0.0055], [0.0284, 0.0467, 0.0623], [0.0228, 0.1101, 0.0032], [0.1003, -0.3927, -0.1927], [-0.1402, -0.0510, -0.1030], [-0.0300, 0.0578, 0.0015], [-0.1461, 0.1713, -0.1748], [0.0360, -0.0108, -0.0333], [-0.2200, 0.1279, 0.0467], [0.0778, -0.0420, 0.0183], [0.2165, -0.1049, 0.2917], [0.0241, -0.0404, -0.0377], [-0.0212, 0.0015, -0.0288], [0.1306, -0.0015, 0.0797], [-0.2310, 0.1464, -0.0370], [0.0416, 0.0480, 0.1710], [0.0471, -0.0130, 0.0174], [-0.0832, 0.0347, -0.0683], [0.0351, 0.0051, -0.0213], [-0.0372, 0.0316, -0.0007], [0.0145, 0.0024, 0.0119], [-0.0125, 0.0148, 0.0014], [-0.0561, -0.0741, -0.0536], [0.0357, -0.0218, 0.0058], [-0.0390, -0.0178, 0.0146], [-0.1250, 0.1022, 0.0335], [0.0292, -0.0364, -0.0477], [0.0871, -0.0048, -0.2180], [0.0266, 0.0436, -0.0374], [-0.0414, -0.0615, 0.0606], [-0.0456, -0.1184, -0.0765], [-0.0111, -0.0206, 0.0012], [0.0222, -0.0276, 0.0070], [0.0120, 0.0130, 0.0204], [0.0257, 0.0441, -0.0476], [0.2608, -0.2629, -0.2096], [-0.0501, -0.0678, -0.0146], [0.0283, -0.0403, -0.0577], [0.0791, 0.0688, -0.0310], [-0.3646, 0.5605, 0.5604], [0.1206, -0.0526, 0.0608], [0.1686, -0.0623, 0.0689], [0.0065, -0.0464, 0.0086], [-0.0319, 0.0164, 0.0143], [-0.0651, 0.0072, 0.0341], [-0.3323, 0.1281, -0.0969], [0.0128, -0.0954, 0.1465], [-0.0013, -0.0650, 0.0162], [0.1526, -0.1234, 0.0046], [0.0263, 0.0127, 0.0125], [-0.0418, 0.0290, 0.0113], [-0.0138, -0.0146, -0.0020], [0.0834, 0.0379, -0.1016], [0.0610, -0.0971, -0.0066], [0.0003, -0.0155, 0.0227], [-0.0111, -0.1089, 0.0405]],
  "homo_lumo_gap_ev": [6.4, 5.1],
  "s_squared": 6.025,
  "spin_multiplicity": 5,
  "e_lumo_ev": [-6.4, -8.2],
  "charge": 2,
  "total_energy_ha": -5553.4933,
  "e_above_lowest_kj_mol": 422.6
}



[2]
{
  "formula": "C17H31CaF5P2",
  "method": "ωB97M-V/def2-TZVPD",
  "symbols": ["C", "Ca", "C", "H", "H", "C", "H", "H", "C", "H", "H", "H", "F", "P", "H", "H", "F", "C", "H", "H", "C", "C", "H", "H", "C", "C", "H", "F", "H", "H", "H", "C", "C", "F", "F", "H", "C", "C", "H", "H", "H", "H", "C", "C", "H", "H", "H", "C", "P", "C", "H", "H", "H", "H", "H", "H"],
  "xyz": [[-1.799, -2.277, 0.814], [2.602, 0.399, 0.309], [-4.254, -0.631, -0.905], [-3.171, 0.981, -1.851], [0.544, -2.844, -2.832], [-2.310, 0.187, 1.481], [-0.926, -2.030, -2.170], [-0.068, 3.341, -2.599], [-1.368, -1.033, 1.511], [-0.024, 0.180, -2.729], [-1.789, 0.940, 2.099], [2.798, 3.553, 0.161], [0.702, 0.607, 4.187], [1.196, 2.090, -0.916], [3.612, -1.944, -1.196], [2.735, 3.844, -1.604], [3.291, 2.416, 2.613], [-4.198, -1.709, 0.196], [-0.651, 3.581, -0.930], [3.124, -2.332, 1.545], [0.022, -2.521, -1.912], [2.026, 1.846, 2.705], [-1.977, 1.845, 0.058], [1.340, -0.745, -3.455], [2.773, -1.323, 1.816], [-2.895, -2.448, 0.061], [-0.202, -3.378, -1.264], [1.119, 2.855, 2.536], [-4.989, -2.460, 0.000], [2.988, 0.822, -2.198], [2.631, -3.117, -0.317], [2.142, 3.645, -0.709], [-2.494, 0.874, 0.145], [2.888, 0.577, 4.480], [1.726, 2.332, 5.025], [2.556, -3.068, -2.104], [-0.299, 2.834, -1.654], [2.641, -2.454, -1.197], [-4.210, -1.177, -1.863], [3.564, -0.839, 2.433], [-4.374, -1.276, 1.191], [-1.075, -1.257, 2.548], [1.840, 1.342, 4.110], [1.037, -0.172, -2.545], [-3.294, 0.016, 1.950], [-5.238, -0.145, -0.847], [-0.382, -0.745, 1.077], [1.929, 1.116, -2.360], [1.138, -1.321, -1.082], [-3.225, 0.463, -0.893], [1.427, 4.453, -0.487], [1.911, -1.438, 2.479], [-1.068, 2.071, -1.804], [-2.919, -3.183, -0.766], [-1.070, -3.098, 0.916], [1.965, 1.754, -3.256]],
  "atomic_forces_ev_per_a": [[0.0139, -0.4494, -0.4276], [1.0513, -0.0268, 3.3916], [-0.5113, -0.5543, -0.0026], [-0.0541, 0.3505, 0.2539], [-0.3801, 0.0168, 0.3689], [0.2152, 0.8944, 0.6337], [0.2415, -0.1818, 0.1220], [-0.0502, -0.0719, 0.1459], [-0.0084, 0.1925, 0.6755], [1.0044, -0.6966, 0.5542], [-0.3606, -0.3200, 0.0388], [0.0635, 0.1326, -0.0690], [0.3928, 0.1275, 0.1698], [-1.5912, 1.2545, -0.9127], [-0.1113, -0.0669, 0.0396], [-0.0796, 0.3489, 0.0824], [0.8668, 0.9537, 0.3582], [0.1946, 0.4862, -0.6195], [-0.0642, -0.2667, -0.1872], [0.0712, 0.1233, 0.3087], [-0.4481, -0.2388, 0.1676], [-0.2619, -2.5017, -2.0360], [-0.0366, -0.7448, -0.0872], [-0.1432, 0.5957, 0.4254], [0.6285, -0.5199, -0.0242], [0.1884, -0.5063, 0.3706], [0.1200, 0.1755, -0.2907], [-0.5355, 1.2176, 0.1011], [0.2292, 0.5246, 0.1618], [-0.2725, 0.1206, 0.0361], [-0.1862, 0.4668, -0.2977], [0.4810, -0.2415, 0.0388], [0.1870, 0.0955, -0.3824], [-0.4815, 0.0751, 0.0942], [-0.0416, -0.1055, 0.3486], [0.2029, 0.2238, 0.1191], [-0.0791, -0.2079, -0.2779], [-0.0707, 0.2950, -0.6136], [-0.0970, 0.3269, 0.0876], [-0.2165, -0.3497, -0.0560], [0.1193, -0.4191, -0.4899], [-0.2851, 0.1160, -0.0259], [0.2633, 0.2163, -0.2273], [0.8351, 0.7570, -1.1559], [0.6730, -0.0734, -0.0140], [0.0453, 0.0018, -0.2789], [-0.6532, -0.0673, 0.0666], [-0.2758, -0.0290, -0.2175], [-1.0689, -1.3877, -0.8613], [-0.0185, -0.1326, 0.2753], [0.3458, -0.2821, -0.1993], [-0.0455, 0.0581, -0.0044], [0.0622, 0.2789, -0.0514], [0.0715, -0.2113, 0.9621], [-0.0441, 0.4850, -0.7354], [-0.0947, -0.2576, 0.1471]],
  "homo_lumo_gap_ev": 6.3,
  "e_lumo_ev": -0.4,
  "total_energy_ha": -2525.8151,
  "e_above_lowest_kj_mol": 56.3
}



[3]
{
  "formula": "C4H12",
  "method": "ωB97M-V/def2-TZVPD",
  "symbols": ["H", "H", "H", "C", "H", "C", "H", "H", "C", "H", "H", "H", "H", "H", "H", "C"],
  "xyz": [[2.469, 2.148, 0.210], [-1.141, -0.814, 0.529], [1.789, -0.465, -0.208], [-2.290, -0.980, -1.234], [1.294, -0.111, 1.429], [-2.089, -0.536, 0.149], [3.200, 1.401, 1.677], [-2.899, -1.009, 0.749], [1.506, 0.314, 0.545], [-2.920, -1.865, -1.341], [-1.407, -1.397, -1.703], [-2.543, -0.218, -1.821], [-2.021, 0.649, 0.140], [0.641, 0.786, 0.132], [3.681, 0.805, 0.127], [2.732, 1.291, 0.622]],
  "atomic_forces_ev_per_a": [[-0.5821, 4.1745, -1.7758], [0.8607, -0.5974, 0.6205], [-0.4607, 0.3050, 0.7785], [1.4421, -4.0034, -0.0434], [-0.8301, -1.6081, 3.1090], [-0.6824, 2.3706, 1.0849], [-1.4169, 0.2204, -1.4275], [0.6307, 1.1249, 0.2025], [2.6628, 0.8322, -3.7112], [-0.6738, 0.4718, 0.1080], [0.7802, 0.2186, 0.0517], [-1.6686, 2.7864, -2.5945], [-0.7201, -2.3891, 0.5763], [-0.5699, 0.5283, -0.0488], [-1.9676, 1.0874, 0.2893], [3.1957, -5.5221, 2.7805]],
  "homo_lumo_gap_ev": 12.5,
  "smiles": "CC.CC",
  "e_lumo_ev": 1.1,
  "total_energy_ha": -159.5280,
  "e_above_lowest_kj_mol": 149.6
}



[4]
{
  "formula": "C16H21N3O2S",
  "method": "ωB97M-V/def2-TZVPD",
  "symbols": ["S", "C", "C", "H", "H", "N", "H", "C", "H", "C", "H", "C", "H", "C", "H", "H", "O", "H", "C", "H", "C", "O", "H", "H", "H", "H", "C", "C", "C", "C", "H", "H", "H", "C", "H", "H", "C", "N", "C", "H", "H", "N", "C"],
  "xyz": [[-0.354, -0.217, -0.451], [1.863, 1.615, 0.931], [3.552, -2.469, 2.053], [-6.939, -1.431, 1.616], [4.341, -2.661, 2.776], [1.763, -1.494, -1.749], [3.619, -3.217, 1.267], [2.597, -0.742, 0.457], [-4.912, 0.012, 2.012], [3.379, 2.607, -1.156], [3.975, 2.990, -1.972], [0.551, -0.876, -1.807], [3.964, 0.581, -1.501], [-6.268, -1.166, 0.804], [-5.551, -1.973, 0.671], [2.000, -1.957, -2.623], [3.770, -2.178, -1.089], [1.271, 1.229, 1.749], [-5.565, 0.149, 1.135], [-3.902, -0.992, -0.717], [-1.598, 0.160, -1.650], [-4.823, 0.695, 0.066], [-6.846, -1.055, -0.110], [1.633, -1.014, 0.902], [-6.308, 0.916, 1.369], [-3.463, 0.973, -2.172], [-3.659, -0.019, -0.268], [2.601, 0.738, 0.145], [3.369, 1.248, -0.894], [2.630, 3.472, -0.378], [3.680, -0.329, 2.266], [4.672, -0.993, 0.961], [-2.661, 1.796, -0.822], [-2.865, 0.822, -1.273], [2.635, 4.531, -0.586], [-3.051, -0.197, 0.635], [3.709, -1.072, 1.466], [-0.085, -0.783, -2.929], [2.785, -1.537, -0.817], [2.592, -2.573, 2.555], [1.294, 3.643, 1.286], [-1.270, -0.206, -2.830], [1.876, 2.973, 0.671]],
  "atomic_forces_ev_per_a": [[-0.2090, -0.2109, -1.0569], [0.1515, 0.0434, -0.0012], [0.1032, 0.1410, -0.0737], [-0.0758, -0.0734, 0.0867], [0.0356, -0.0933, 0.0881], [0.5253, -0.5495, -0.4967], [0.0032, -0.1154, -0.0174], [0.4531, 0.1363, 0.2826], [-0.0680, 0.0794, -0.0607], [0.0418, 0.0837, -0.0466], [0.0481, 0.0346, -0.0668], [-0.8783, 0.6661, 0.8814], [0.0660, -0.0749, -0.0973], [0.2892, 0.3393, -0.0378], [0.0101, -0.1194, -0.0111], [0.0051, 0.0604, 0.1719], [0.3029, -0.0274, 0.0861], [-0.0754, -0.0491, 0.0894], [-0.2403, -0.1309, 0.1576], [0.0795, 0.0644, 0.0790], [0.4357, -0.1432, 0.7366], [0.1348, 0.1053, -0.2007], [-0.0871, -0.0198, -0.0784], [0.0614, -0.0133, -0.0003], [0.0812, -0.0966, 0.0903], [0.0806, 0.0131, -0.0046], [0.0591, 0.0252, -0.1128], [-0.0103, 0.0800, -0.0415], [-0.0564, -0.0505, 0.0853], [0.0279, 0.0705, -0.0553], [0.0034, 0.0451, -0.0728], [-0.0132, 0.1126, 0.0114], [-0.0565, 0.0173, -0.0414], [-0.4297, 0.0169, 0.3515], [-0.0015, 0.0841, -0.0201], [-0.0829, -0.0346, -0.0626], [-0.1910, -0.2594, -0.0018], [1.4954, -0.7493, -0.3258], [-0.4661, 0.0057, -0.0962], [-0.0908, -0.0428, 0.0851], [-0.0483, 0.0590, 0.0482], [-1.3754, 0.5562, -0.3605], [-0.0378, 0.0141, 0.1096]],
  "homo_lumo_gap_ev": 9.5,
  "smiles": "CCOCCc1nnc(NC(=O)[C@@H](CC)c2ccccc2)s1",
  "e_lumo_ev": 0.4,
  "total_energy_ha": -1335.2166,
  "e_above_lowest_kj_mol": 170.6
}